# C9H14

A 2-piece molecular cluster, C9H14 overall at a distorted geometry (ωB97M-V with the def2-TZVPD basis set, the Open Molecules 2025 dataset).

ORCA input file:
```
! RIJCOSX wB97M-V def2-TZVPD def2/J DEFGRID3
* xyz 0 1
C 0.089 -0.096 -1.736
C 0.227 0.668 -0.460
C 1.423 1.238 -0.031
C 1.440 2.144 1.054
C 0.257 2.552 1.608
C -0.948 1.927 1.243
C -0.927 0.977 0.252
H -0.187 -1.154 -1.588
H 0.975 -0.091 -2.361
H -0.793 0.080 -2.357
H 2.421 0.840 -0.191
H 2.345 2.515 1.525
H 0.139 3.446 2.211
H -1.844 2.347 1.686
H -1.938 0.708 -0.061
C -0.408 -3.194 0.042
C -0.838 -4.040 -1.184
H -1.165 -2.680 0.627
H 0.019 -3.950 0.719
H 0.333 -2.467 -0.262
H -1.899 -4.323 -1.196
H -0.290 -4.977 -1.210
H -0.641 -3.449 -2.070
*
```

Values from the calculation:
**LUMO energy**: 1.00 eV
**Structure (SMILES)**: Cc1ccccc1.CC
**Kohn-Sham gap**: 9.93 eV

***

# C9H14

A 2-piece molecular cluster, C9H14 overall at a distorted geometry (ωB97M-V with the def2-TZVPD basis set, the Open Molecules 2025 dataset).

ORCA input file:
```
! RIJCOSX wB97M-V def2-TZVPD def2/J DEFGRID3
* xyz 0 1
C 2.502 -0.403 -0.910
C 1.280 0.370 -0.484
C 1.181 0.827 0.826
C 0.117 1.593 1.267
C -0.867 1.991 0.367
C -0.679 1.693 -0.970
C 0.328 0.812 -1.391
H 3.358 -0.269 -0.256
H 2.874 -0.035 -1.870
H 2.220 -1.450 -1.012
H 2.004 0.681 1.523
H 0.066 1.974 2.281
H -1.738 2.585 0.601
H -1.064 2.335 -1.757
H 0.300 0.514 -2.426
C -1.112 -1.929 1.145
C -1.915 -1.366 -0.050
H -0.184 -1.374 1.264
H -1.676 -2.066 2.063
H -0.735 -2.911 0.839
H -2.245 -2.162 -0.687
H -1.250 -0.685 -0.567
H -2.762 -0.725 0.203
*
```

Values from the calculation:
**LUMO energy**: 1.03 eV
**Structure (SMILES)**: Cc1ccccc1.CC
**Kohn-Sham gap**: 10.08 eV

***

# C9H14

A 2-piece molecular cluster, C9H14 overall at a distorted geometry (ωB97M-V with the def2-TZVPD basis set, the Open Molecules 2025 dataset).

ORCA input file:
```
! RIJCOSX wB97M-V def2-TZVPD def2/J DEFGRID3
* xyz 1 2
C 0.688 -1.290 -3.260
C 1.920 -0.383 -3.065
H 0.810 -2.065 -4.010
H 0.450 -2.024 -2.472
H -0.191 -0.647 -3.325
H 2.198 -0.332 -2.010
H 2.706 -0.699 -3.734
H 1.632 0.666 -3.209
C -2.750 -0.081 1.939
C -0.889 1.504 2.277
C -1.393 0.339 1.632
C 0.437 1.820 2.111
C 1.301 0.984 1.380
C -0.499 -0.550 0.954
C 0.840 -0.221 0.846
H -1.414 2.070 3.033
H 0.752 2.765 2.535
H -3.035 -0.929 1.299
H -3.448 0.763 2.021
H 2.331 1.293 1.250
H -0.876 -1.483 0.555
H 1.530 -0.904 0.386
H -3.097 -0.592 2.869
*
```

Values from the calculation:
**LUMO energy (alpha / beta)**: -4.44 / -8.33 eV
**Kohn-Sham gap (alpha / beta)**: 9.52 / 5.63 eV
**⟨S²⟩**: 0.768

***

Which M belongs to each record? In order, 122.21, 122.21, 122.21 g mol⁻¹.
Which relative energy (zero: lowest compared OMol25 entry of this formula, charge and spin) belongs to each record? In order, 1.103, 0.797, 1.012 eV.